(1)
The following is a quantum chemistry calculation of a 9-piece molecular cluster, C44H111N2O32P7 overall in a non-equilibrium geometry, from OMol25.

Positions of all 196 atoms, in Å:
1 C 3.1646 0.6562 2.9375
2 C 2.9301 -0.3235 4.1193
3 O 3.3954 0.3670 5.2518
4 P 3.4710 -0.5613 6.6315
5 O 4.3674 0.0632 7.6583
6 O 3.9321 -2.0446 6.0402
7 C 5.1832 -2.6690 6.4020
8 C 5.9689 -2.6647 5.1575
9 O 1.9211 -0.7003 7.0277
10 C 1.2323 0.3968 7.6485
11 C 0.7996 1.4614 6.5868
12 H 2.5537 1.5286 3.1695
13 H 4.1864 1.0168 2.8192
14 H 2.7898 0.2911 1.9812
15 H 1.9100 -0.6550 4.3134
16 H 3.5650 -1.1887 3.9286
17 H 5.7132 -2.0390 7.1163
18 H 5.1128 -3.6759 6.8134
19 H 6.1164 -1.7215 4.6314
20 H 6.9625 -3.1104 5.2034
21 H 5.5511 -3.3347 4.4061
22 H 0.3427 0.0493 8.1738
23 H 1.7205 0.7165 8.5692
24 H 1.7490 1.8543 6.2229
25 H 0.2074 1.2951 5.6870
26 H 0.1838 2.2277 7.0577
27 C -4.3541 -6.5449 -0.8477
28 C -3.1879 -7.1287 -0.0215
29 O -1.9191 -6.9106 -0.6286
30 P -1.3201 -5.4367 -1.0601
31 O 0.0837 -5.5600 -1.7187
32 O -2.4686 -4.8785 -2.0046
33 C -2.2524 -4.2636 -3.3055
34 C -2.1556 -5.3343 -4.3351
35 O -1.4993 -4.5355 0.2772
36 C -1.1150 -3.1869 0.1488
37 C -2.2691 -2.2507 -0.2364
38 H -4.3662 -5.4621 -0.7231
39 H -4.4373 -6.8480 -1.8914
40 H -5.3719 -6.7343 -0.5068
41 H -3.2652 -6.7398 0.9938
42 H -3.3099 -8.2113 0.0133
43 H -3.0460 -3.5198 -3.3761
44 H -1.3315 -3.6847 -3.2349
45 H -3.1152 -5.8314 -4.4770
46 H -1.9059 -4.9746 -5.3333
47 H -1.4008 -6.0808 -4.0877
48 H -0.7922 -2.7901 1.1114
49 H -0.4287 -3.0230 -0.6819
50 H -2.6229 -1.8291 0.7045
51 H -1.9431 -1.3157 -0.6921
52 H -2.8970 -2.8961 -0.8506
53 C 3.1615 -4.6420 -4.8543
54 C 2.6892 -4.1680 -3.5281
55 O 3.7494 -3.6441 -2.7702
56 P 3.4586 -2.2569 -1.8451
57 O 2.0394 -1.6838 -1.8858
58 O 3.9203 -2.7588 -0.3856
59 C 3.1302 -3.7226 0.3365
60 C 2.1315 -3.0321 1.2628
61 O 4.6258 -1.3018 -2.3439
62 C 6.0068 -1.6033 -2.1353
63 C 6.7356 -0.3742 -1.8610
64 H 3.6835 -5.5985 -4.8288
65 H 2.1844 -4.8129 -5.3061
66 H 3.6702 -3.9637 -5.5393
67 H 1.9566 -3.3712 -3.6566
68 H 2.2735 -5.0015 -2.9618
69 H 2.6387 -4.2799 -0.4610
70 H 3.7338 -4.4732 0.8467
71 H 1.4866 -3.8194 1.6529
72 H 2.6095 -2.4900 2.0787
73 H 1.6533 -2.2981 0.6142
74 H 6.4101 -2.3711 -1.4750
75 H 6.4657 -1.8061 -3.1030
76 H 6.2775 0.2688 -1.1095
77 H 7.7367 -0.4436 -1.4354
78 H 6.8902 0.2153 -2.7647
79 C -0.2667 3.5306 0.8573
80 C 0.0967 4.9778 1.3334
81 O 1.4860 5.0950 1.0094
82 P 2.2221 6.5177 1.2603
83 O 1.2773 7.6580 1.4839
84 O 3.1631 6.3799 2.6258
85 C 3.9484 5.2651 2.8526
86 C 4.1028 4.5688 4.1910
87 O 3.3256 6.7496 0.1259
88 C 2.9818 6.7866 -1.1906
89 C 3.8452 7.9300 -1.8541
90 H 0.0871 2.7841 1.5685
91 H -1.3452 3.3726 0.8642
92 H 0.0567 3.4510 -0.1805
93 H -0.3204 5.7614 0.7008
94 H -0.1533 5.1598 2.3786
95 H 3.5401 4.4121 2.3107
96 H 4.8807 5.5511 2.3655
97 H 4.8453 3.7741 4.2632
98 H 4.2982 5.3630 4.9116
99 H 3.1722 4.1991 4.6217
100 H 3.3115 5.8805 -1.6989
101 H 1.9303 6.9904 -1.3931
102 H 3.3083 8.2417 -2.7501
103 H 3.8621 8.8277 -1.2362
104 H 4.8547 7.6351 -2.1408
105 C 2.2538 5.2425 -4.1943
106 C 1.2397 4.8895 -5.3259
107 O 1.2604 3.5146 -5.2752
108 P 0.5355 2.6994 -6.4267
109 O -0.5330 3.4374 -7.0974
110 O 0.0627 1.2955 -5.7018
111 C 1.0477 0.4575 -4.9519
112 C 1.2567 -0.8133 -5.8017
113 O 1.7690 2.1490 -7.3088
114 C 1.7390 1.6354 -8.5736
115 C 1.8662 2.8596 -9.5009
116 H 2.5540 6.2739 -4.3788
117 H 1.8124 5.1811 -3.1996
118 H 3.0717 4.5400 -4.0337
119 H 0.2851 5.4129 -5.3785
120 H 1.7470 5.2178 -6.2331
121 H 1.9161 1.0796 -4.7349
122 H 0.7182 0.1441 -3.9614
123 H 2.2146 -1.2201 -5.4776
124 H 0.3473 -1.3804 -5.6027
125 H 1.4318 -0.6646 -6.8672
126 H 2.5184 0.8750 -8.5249
127 H 0.7325 1.2576 -8.7534
128 H 2.1293 2.6269 -10.5328
129 H 0.9380 3.4294 -9.5432
130 H 2.6114 3.5714 -9.1460
131 C -2.4184 -0.2138 2.8795
132 C -2.3438 -0.2871 4.4076
133 O -3.6004 -0.6729 4.7157
134 P -4.2345 -0.2886 6.2043
135 O -5.4475 -1.0083 6.5773
136 O -2.8926 -0.6131 7.0773
137 C -2.6771 -1.9352 7.4626
138 C -1.2639 -2.3187 7.9309
139 O -4.3795 1.3367 6.2589
140 C -5.0877 1.8616 7.4287
141 C -5.6208 3.2287 7.0464
142 H -1.6547 0.4698 2.5085
143 H -2.2700 -1.2201 2.4878
144 H -3.3525 0.2712 2.5961
145 H -1.6072 -0.9493 4.8627
146 H -2.0140 0.7093 4.7017
147 H -3.3121 -2.0262 8.3438
148 H -2.9915 -2.6901 6.7419
149 H -1.3438 -3.3931 8.0965
150 H -0.4985 -2.2377 7.1590
151 H -1.0752 -1.8285 8.8859
152 H -5.9973 1.2612 7.4152
153 H -4.5786 1.8383 8.3922
154 H -6.3237 3.5702 7.8062
155 H -4.8655 4.0052 7.1675
156 H -6.2790 3.2631 6.1782
157 C -10.2006 -0.9483 -3.6947
158 C -8.8554 -0.6811 -4.3367
159 O -7.9781 -0.1118 -3.3989
160 P -6.6630 -0.8713 -2.8792
161 O -5.8748 -1.3644 -4.0414
162 O -5.8893 0.2197 -1.8386
163 C -4.5696 0.6203 -2.0800
164 C -4.0116 1.3153 -0.8968
165 O -7.1893 -2.0268 -1.8696
166 C -7.0294 -3.4143 -2.2303
167 C -7.8813 -4.3487 -1.4166
168 H -10.1265 -1.7255 -2.9340
169 H -10.4952 0.0720 -3.4491
170 H -10.9541 -1.3946 -4.3437
171 H -8.4049 -1.6096 -4.6874
172 H -8.8833 -0.0682 -5.2376
173 H -3.8898 -0.2149 -2.2486
174 H -4.6671 1.1082 -3.0498
175 H -4.3646 2.3465 -0.8861
176 H -4.4334 0.9187 0.0268
177 H -2.9466 1.2931 -0.6658
178 H -7.4710 -3.4637 -3.2257
179 H -6.0189 -3.8132 -2.3184
180 H -8.8477 -3.9860 -1.0665
181 H -8.0449 -5.2498 -2.0076
182 H -7.2561 -4.7506 -0.6193
183 C 5.8638 4.1899 -2.3787
184 N 4.9920 3.3755 -1.4424
185 O 4.5447 2.3286 -1.9146
186 O 4.6543 3.8768 -0.3082
187 H 5.5805 5.2066 -2.1063
188 H 5.7897 3.7227 -3.3607
189 H 6.9071 3.9456 -2.1792
190 C 1.9499 1.2375 -0.7519
191 N 0.5554 0.7507 -0.5283
192 O -0.4097 0.8182 -1.3474
193 O 0.3318 0.2745 0.5213
194 H 1.9290 1.7628 -1.7067
195 H 2.4715 0.2873 -0.6373
196 H 2.2228 1.8340 0.1187

Cartesian forces (eV/Å) of the 6 atoms listed first:
C -1.460 0.111 0.497
C 1.081 0.360 -1.973
O 0.741 -1.278 2.633
P 1.604 0.907 -0.266
O -1.479 -1.192 -1.599
O -1.689 1.483 1.594

For the LUMO energy, the calculation gives -0.73 eV. As for the SMILES: CCOP(=O)(OCC)OCC.CCOP(=O)(OCC)OCC.CCOP(=O)(OCC)OCC.CCOP(=O)(OCC)OCC.CCOP(=O)(OCC)OCC.CCOP(=O)(OCC)OCC.CCOP(=O)(OCC)OCC.C[N+](=O)[O-].C[N+](=O)[O-]. Its charge is 0. The HOMO energy is -10.227 eV. The value obtained for the HOMO-LUMO gap is 9.49 eV. The calculated total energy comes out at -180956.165 eV.

Atom charges from the Löwdin analysis, given in e for atoms 1 to 99: C -0.04; C -0.29; O -0.21; P 0.55; O -0.25; O -0.21; C -0.26; C -0.10; O -0.20; C -0.23; C -0.04; H 0.07; H 0.08; H 0.05; H 0.12; H 0.09; H 0.11; H 0.13; H 0.09; H 0.08; H 0.08; H 0.09; H 0.12; H 0.06; H 0.06; H 0.08; C -0.09; C -0.25; O -0.18; P 0.55; O -0.28; O -0.25; C -0.23; C -0.07; O -0.17; C -0.29; C -0.04; H 0.06; H 0.08; H 0.07; H 0.12; H 0.12; H 0.12; H 0.11; H 0.08; H 0.08; H 0.08; H 0.11; H 0.10; H 0.04; H 0.06; H 0.07; C -0.08; C -0.33; O -0.19; P 0.56; O -0.26; O -0.20; C -0.23; C -0.05; O -0.15; C -0.29; C -0.11; H 0.08; H 0.08; H 0.08; H 0.10; H 0.11; H 0.10; H 0.12; H 0.09; H 0.06; H 0.05; H 0.13; H 0.12; H 0.08; H 0.09; H 0.08; C -0.05; C -0.23; O -0.22; P 0.52; O -0.25; O -0.16; C -0.33; C -0.07; O -0.17; C -0.31; C -0.04; H 0.07; H 0.08; H 0.07; H 0.11; H 0.12; H 0.09; H 0.12; H 0.09; H 0.07; H 0.07


(2)
The following is a quantum chemistry calculation of a 10-piece molecular cluster, C44H115N11O17 overall in a non-equilibrium geometry, from OMol25.

Positions of all 187 atoms, in Å:
1 C 0.2653 6.4510 -3.3544
2 O 1.0944 6.2695 -2.2014
3 C 1.8971 7.4463 -1.8680
4 C 2.8463 7.1944 -0.6868
5 N 3.6825 8.3536 -0.3027
6 C 2.9783 9.5715 0.0944
7 C 3.7413 10.8554 0.1100
8 O 4.4700 10.9118 1.3281
9 C 5.4525 11.8842 1.2784
10 H 0.8294 6.7951 -4.2213
11 H -0.5851 7.1208 -3.2268
12 H -0.3183 5.5304 -3.3673
13 H 1.2351 8.2988 -1.7163
14 H 2.5543 7.6125 -2.7215
15 H 3.5022 6.3444 -0.8750
16 H 2.1697 6.9300 0.1259
17 H 4.3367 8.5554 -1.0452
18 H 2.4840 9.4970 1.0630
19 H 2.1154 9.7736 -0.5403
20 H 3.1570 11.7572 -0.0728
21 H 4.4794 10.7111 -0.6790
22 H 5.0272 12.8799 1.1526
23 H 6.2457 11.6906 0.5562
24 H 5.9738 11.8236 2.2338
25 C -6.1419 4.1258 1.9682
26 O -6.1243 3.2741 0.9257
27 C -4.8604 2.8234 0.5632
28 C -4.7650 2.1622 -0.8005
29 N -5.8932 1.2351 -1.0170
30 C -5.9330 0.0853 -0.0564
31 C -7.1204 -0.9345 -0.2659
32 O -6.8487 -1.7171 -1.5017
33 C -7.4448 -2.9691 -1.5282
34 H -7.1699 4.4871 1.9973
35 H -5.5136 4.9989 1.7923
36 H -5.9054 3.6332 2.9114
37 H -4.4064 2.2383 1.3630
38 H -4.1809 3.6742 0.5126
39 H -3.7493 1.8121 -0.9843
40 H -4.8539 2.9048 -1.5934
41 H -6.6138 1.8958 -0.7634
42 H -5.8952 0.3975 0.9872
43 H -5.0155 -0.5026 -0.0301
44 H -8.1032 -0.4641 -0.2974
45 H -7.0250 -1.7215 0.4822
46 H -8.4999 -2.8962 -1.2646
47 H -6.8995 -3.6421 -0.8664
48 H -7.3523 -3.4032 -2.5237
49 C -6.9557 -12.3078 -3.6686
50 O -6.0844 -12.9269 -2.7505
51 C -5.3165 -12.0610 -1.8849
52 C -6.1619 -10.9350 -1.2167
53 N -5.5187 -10.1224 -0.1872
54 C -4.3959 -9.2640 -0.6464
55 C -3.6570 -8.4508 0.3630
56 O -3.0407 -9.1834 1.4467
57 C -1.9955 -10.1305 1.0982
58 H -7.8704 -11.9535 -3.1932
59 H -7.4014 -13.0028 -4.3803
60 H -6.4026 -11.6124 -4.2999
61 H -4.5146 -11.6187 -2.4762
62 H -5.0123 -12.7018 -1.0573
63 H -6.9216 -11.4302 -0.6120
64 H -6.4852 -10.1681 -1.9206
65 H -5.3732 -10.6098 0.6853
66 H -4.7576 -8.5417 -1.3782
67 H -3.6653 -9.9353 -1.0977
68 H -4.3796 -7.9129 0.9767
69 H -3.0766 -7.6531 -0.1006
70 H -1.7407 -9.9058 0.0625
71 H -2.1662 -11.2032 1.1891
72 H -1.1369 -9.9347 1.7405
73 C 5.7364 1.4562 -5.4635
74 O 7.1789 1.2143 -5.5943
75 C 8.0113 1.8466 -4.7199
76 C 9.4022 2.0517 -5.3543
77 N 10.1908 0.7589 -5.4915
78 C 11.4159 0.8121 -6.2261
79 C 11.2988 0.7557 -7.7440
80 O 12.5956 0.4353 -8.2169
81 C 12.7500 0.3716 -9.6296
82 H 5.3905 2.2272 -6.1521
83 H 5.4493 1.9373 -4.5285
84 H 5.1413 0.5553 -5.6122
85 H 8.1325 1.2965 -3.7867
86 H 7.6182 2.8401 -4.5041
87 H 10.0186 2.6983 -4.7297
88 H 9.3460 2.4126 -6.3813
89 H 9.5451 0.0337 -5.7693
90 H 12.0995 -0.0101 -6.0145
91 H 11.8467 1.7606 -5.9053
92 H 10.9871 1.6644 -8.2589
93 H 10.5944 -0.0066 -8.0771
94 H 12.3330 1.2486 -10.1246
95 H 12.2899 -0.5479 -9.9916
96 H 13.7866 0.2891 -9.9560
97 C 2.6243 2.5143 -10.5560
98 O 2.7096 1.3428 -11.3553
99 C 1.4703 0.6504 -11.5893
100 C 0.8940 0.1768 -10.2594
101 N 0.0873 -1.0438 -10.3031
102 C -0.6944 -1.1071 -9.0579
103 C -1.0926 -2.6146 -8.7611
104 O 0.0139 -3.4609 -8.4971
105 C 0.5683 -3.2499 -7.1667
106 H 1.6912 3.0725 -10.6339
107 H 3.4320 3.1588 -10.9028
108 H 2.8779 2.2152 -9.5390
109 H 1.6236 -0.2304 -12.2129
110 H 0.8857 1.3376 -12.2008
111 H 0.3625 1.0177 -9.8139
112 H 1.7560 -0.1563 -9.6815
113 H 0.6611 -1.8748 -10.2851
114 H -1.5509 -0.4362 -9.1253
115 H -0.1416 -0.8898 -8.1439
116 H -1.7137 -3.0716 -9.5315
117 H -1.6770 -2.6215 -7.8410
118 H -0.1533 -3.3564 -6.3567
119 H 1.0797 -2.2957 -7.0400
120 H 1.3514 -3.9900 -7.0022
121 C -3.6129 -6.8548 9.3729
122 O -2.9961 -6.5484 10.6273
123 C -2.8635 -5.1428 10.8580
124 C -2.2753 -4.1970 9.7445
125 N -0.8634 -4.0006 10.1540
126 C 0.0490 -3.4574 9.1367
127 C 0.4112 -4.4580 8.0030
128 O 0.5101 -5.6288 8.6528
129 C 0.4729 -6.7503 7.7271
130 H -3.0197 -6.4742 8.5415
131 H -4.5102 -6.2368 9.3400
132 H -3.9970 -7.8690 9.2631
133 H -2.3304 -5.0207 11.8008
134 H -3.8843 -4.7931 11.0123
135 H -2.8027 -3.2447 9.6908
136 H -2.1116 -4.5000 8.7103
137 H -0.6554 -4.9889 10.1660
138 H 0.9512 -3.2859 9.7237
139 H -0.4195 -2.5319 8.8019
140 H 1.3775 -4.1925 7.5742
141 H -0.3316 -4.4387 7.2056
142 H 1.1220 -6.7712 6.8517
143 H -0.4825 -6.8449 7.2111
144 H 0.4827 -7.6218 8.3816
145 C -3.3630 8.0164 7.5824
146 O -2.2589 7.1373 7.3538
147 C -0.9708 7.6602 7.0047
148 C -0.3863 6.6642 6.0380
149 N 0.2379 5.4737 6.5584
150 C 1.2537 4.9606 5.6700
151 C 1.9597 3.8957 6.4458
152 O 2.7646 4.5708 7.4418
153 C 3.5068 3.8849 8.4429
154 H -3.0393 8.3117 8.5805
155 H -4.3616 7.6148 7.7542
156 H -3.3585 8.7875 6.8121
157 H -0.1896 7.8749 7.7340
158 H -1.1642 8.5631 6.4254
159 H 0.1999 7.3160 5.3904
160 H -1.1515 6.4422 5.2941
161 H 0.5980 5.4733 7.5020
162 H 1.9353 5.6700 5.2008
163 H 0.6900 4.5284 4.8432
164 H 2.6489 3.2315 5.9242
165 H 1.2672 3.2185 6.9458
166 H 2.7835 3.8190 9.2557
167 H 4.3685 4.4107 8.8541
168 H 3.7971 2.8705 8.1694
169 C 0.1785 -1.3116 0.0523
170 O -0.1331 -1.4124 -1.1115
171 N 0.2235 -2.2970 0.8722
172 N 0.4571 -0.2095 0.7185
173 H 0.5806 -2.0254 1.7771
174 H 0.0491 -3.1972 0.4487
175 H 0.2804 -0.1699 1.7122
176 H 0.6757 0.6493 0.2339
177 C -2.9296 0.2739 5.9252
178 O -1.9556 0.0523 5.2409
179 N -3.9217 -0.5325 6.0591
180 N -3.2124 1.3881 6.5846
181 H -4.6932 -0.1430 6.5817
182 H -4.0277 -1.4748 5.7113
183 H -4.1571 1.5187 6.9171
184 H -2.4751 2.0778 6.6133
185 O -3.5313 -1.0926 -4.3124
186 H -4.1544 -0.7266 -3.6848
187 H -2.7532 -1.2899 -3.7910

Cartesian forces (eV/Å) of the 6 atoms listed first:
C -0.462 -0.282 1.366
O 0.430 1.258 0.403
C 0.178 -1.153 -1.062
C -0.910 0.592 0.415
N -0.237 -0.138 0.120
C -2.047 0.038 -0.102

For the LUMO energy, the calculation gives 0.03 eV. As for the SMILES: COCCNCCOC.COCCNCCOC.COCCNCCOC.COCCNCCOC.COCCNCCOC.COCCNCCOC.COCCNCCOC.NC(N)=O.NC(N)=O.O. Its charge is 0. The HOMO energy is -8.353 eV. The value obtained for the HOMO-LUMO gap is 8.38 eV. The calculated total energy comes out at -98675.363 eV.

Atom charges from the Löwdin analysis, given in e for atoms 1 to 99: C -0.12; O -0.20; C -0.21; C -0.19; N -0.04; C -0.23; C -0.22; O -0.18; C -0.14; H 0.09; H 0.07; H 0.09; H 0.11; H 0.11; H 0.12; H 0.12; H 0.10; H 0.13; H 0.10; H 0.13; H 0.12; H 0.09; H 0.09; H 0.09; C -0.15; O -0.18; C -0.26; C -0.20; N -0.04; C -0.18; C -0.14; O -0.22; C -0.15; H 0.10; H 0.09; H 0.09; H 0.12; H 0.12; H 0.12; H 0.11; H 0.09; H 0.10; H 0.11; H 0.12; H 0.11; H 0.08; H 0.08; H 0.09; C -0.13; O -0.20; C -0.18; C -0.22; N -0.07; C -0.21; C -0.22; O -0.20; C -0.09; H 0.08; H 0.08; H 0.09; H 0.11; H 0.12; H 0.12; H 0.11; H 0.11; H 0.13; H 0.10; H 0.12; H 0.12; H 0.08; H 0.08; H 0.08; C -0.06; O -0.18; C -0.27; C -0.16; N -0.08; C -0.22; C -0.23; O -0.21; C -0.11; H 0.08; H 0.08; H 0.08; H 0.12; H 0.12; H 0.11; H 0.11; H 0.10; H 0.12; H 0.12; H 0.11; H 0.12; H 0.08; H 0.08; H 0.08; C -0.12; O -0.21; C -0.20


These records have energy relative to the best compared isomer or geometry (same formula, charge and spin) values of 145.0; 219.0 kcal per mole, in the order they appear.